Here is a molecular structure, C4H10NO from OMol25. Energies are from ωB97M-V with the def2-TZVPD basis set.

Atoms and positions in Å:
C1 0.936 -1.224 0.026
C2 -1.455 -0.100 0.263
C3 -2.794 0.394 -0.072
C4 2.297 0.746 -0.405
N1 1.579 -0.170 0.455
O1 -0.742 -0.705 -0.519
H1 1.196 -1.616 -0.950
H2 0.601 -1.952 0.756
H3 -1.120 0.079 1.299
H4 -2.963 0.413 -1.148
H5 -2.976 1.367 0.382
H6 -3.524 -0.293 0.375
H7 2.483 0.276 -1.368
H8 1.731 1.665 -0.567
H9 3.251 1.003 0.053
H10 1.499 0.120 1.421

Summary:
Relative energy (zero: lowest compared OMol25 entry of this formula, charge and spin) in eV: 1.2542
LUMO in hartree: -0.146
HOMO level in eV: -14.89
Charge: +1

Here are the natural (NBO) charges for atoms 1 to 4, given in e: atom 1 (C): 0.12, atom 2 (C): 0.51, atom 3 (C): -0.73, atom 4 (C): -0.42

Here is a molecular structure, C12H19Ag2NO10 from OMol25. Energies are from ωB97M-V with the def2-TZVPD basis set.

Atoms and positions in Å:
Ag1 2.131 -1.318 0.853
Ag2 -0.446 -2.609 1.356
C1 1.559 -1.308 3.707
O1 1.642 -1.168 4.890
O2 2.249 -2.115 3.080
O3 0.481 -1.205 3.173
C2 -1.163 -5.256 2.359
O4 -0.288 -4.628 2.898
O5 -1.630 -4.932 1.278
O6 -1.154 -6.451 2.667
C3 2.496 -4.040 -0.005
O7 1.376 -3.590 -0.247
O8 3.360 -4.273 -0.768
O9 2.847 -4.109 1.131
C4 -2.163 0.559 -1.655
C5 -0.699 0.444 -1.571
C6 0.028 1.209 -2.753
C7 -0.017 2.790 -2.476
C8 0.592 3.180 -1.113
C9 -0.015 2.311 0.107
N1 -0.078 0.935 -0.295
O10 -0.506 0.138 0.790
C10 0.888 2.513 1.389
C11 -1.382 2.860 0.469
C12 -0.410 -1.031 -1.761
H1 -2.453 1.307 -2.393
H2 -2.773 0.585 -0.752
H3 -2.691 -0.269 -2.127
H4 1.070 0.888 -2.789
H5 -0.439 1.081 -3.729
H6 -1.037 3.152 -2.612
H7 0.445 3.361 -3.281
H8 0.390 4.250 -1.140
H9 1.680 3.148 -1.171
H10 1.465 3.438 1.409
H11 0.434 2.274 2.350
H12 1.655 1.739 1.346
H13 -1.581 2.928 1.539
H14 -1.605 3.923 0.372
H15 -2.217 2.589 -0.178
H16 0.660 -1.053 -1.557
H17 -0.542 -1.404 -2.777
H18 -1.023 -1.642 -1.099
H19 -1.134 0.801 1.087

Summary:
LUMO (alpha / beta) in hartree: 0.320 / 0.313
Multiplicity: 3
HOMO level (alpha / beta) in eV: 6.42 / 6.42
Charge: -4

Here are the natural (NBO) charges for atoms 1 to 4, given in e: atom 1 (Ag): 0.77, atom 2 (Ag): 0.88, atom 3 (C): 0.87, atom 4 (O): -0.84

Here is a molecular structure, FeN6O18Pb3 from OMol25. Energies are from ωB97M-V with the def2-TZVPD basis set.

Atoms and positions in Å:
Fe1 15.079 -22.153 -21.365
Pb1 17.155 -17.529 -21.023
Pb2 10.545 -21.157 -19.082
Pb3 13.676 -14.999 -20.139
N1 14.905 -16.244 -23.372
O1 15.936 -16.903 -23.086
O2 13.891 -16.062 -22.655
O3 14.721 -15.873 -24.526
N2 13.847 -20.691 -24.032
O4 13.448 -21.371 -24.978
O5 14.299 -19.569 -24.233
O6 13.892 -21.190 -22.872
N3 13.808 -19.706 -20.088
O7 12.861 -20.406 -19.689
O8 13.752 -18.464 -19.945
O9 14.788 -20.343 -20.412
N4 12.875 -23.373 -20.178
O10 13.484 -24.375 -19.860
O11 13.519 -22.512 -20.843
O12 11.672 -23.198 -19.844
N5 17.547 -20.431 -22.939
O13 18.365 -20.833 -23.730
O14 16.737 -21.167 -22.352
O15 17.503 -19.157 -22.888
N6 16.349 -15.233 -18.340
O16 17.293 -15.433 -17.597
O17 16.231 -15.840 -19.454
O18 15.443 -14.448 -18.057

Summary:
LUMO (alpha / beta) in hartree: -0.357 / -0.357
Multiplicity: 5
HOMO level (alpha / beta) in eV: -13.00 / -12.97
Charge: +2

Here are the natural (NBO) charges for atoms 1 to 4, given in e: atom 1 (Fe): 1.63, atom 2 (Pb): 1.71, atom 3 (Pb): 1.80, atom 4 (Pb): 1.72

Here is a molecular structure, C14H8Cl2F6N4O6PtS3 from OMol25. Energies are from ωB97M-V with the def2-TZVPD basis set.

Atoms and positions in Å:
Pt1 0.365 0.541 0.333
N1 -3.383 -1.340 0.153
C1 -2.752 -2.506 -0.265
C2 -3.222 -3.807 -0.401
C3 -2.315 -4.745 -0.847
C4 -0.995 -4.386 -1.163
C5 -0.534 -3.094 -1.028
C6 -1.433 -2.141 -0.544
N2 -1.293 -0.780 -0.271
C7 -2.461 -0.358 0.137
C8 -2.647 1.010 0.551
C9 -3.774 1.686 0.873
S1 -3.374 3.289 1.306
C10 -1.725 2.959 1.038
N3 -1.493 1.739 0.646
H1 -4.338 -1.253 0.453
H2 -4.247 -4.062 -0.163
H3 -2.628 -5.775 -0.954
H4 -0.320 -5.149 -1.528
H5 0.485 -2.828 -1.262
H6 -4.791 1.326 0.872
H7 -0.966 3.716 1.163
F1 3.271 -0.639 -2.520
C11 2.585 0.487 -2.607
F2 2.865 1.086 -3.761
F3 1.279 0.210 -2.590
S2 3.053 1.614 -1.209
O1 2.945 0.876 0.035
O2 4.334 2.136 -1.561
N4 1.865 2.687 -1.350
S3 1.432 3.520 -0.100
O3 1.109 2.693 1.090
O4 0.453 4.510 -0.433
C12 2.915 4.452 0.508
F4 2.503 5.335 1.418
F5 3.760 3.608 1.086
F6 3.527 5.092 -0.475
Cl1 1.874 0.098 2.762
C13 1.349 -1.569 2.513
Cl2 -0.432 -1.665 2.693
C14 1.727 -2.019 1.080
O5 2.347 -3.051 0.978
O6 1.305 -1.289 0.079
H8 1.780 -2.210 3.267

Summary:
Relative energy (zero: lowest compared OMol25 entry of this formula, charge and spin) in eV: 1.6947
LUMO in hartree: -0.052
HOMO level in eV: -9.41

Here are the natural (NBO) charges for atoms 1 to 4, given in e: atom 1 (Pt): 1.09, atom 2 (N): -0.51, atom 3 (C): 0.17, atom 4 (C): -0.26

Here is a molecular structure, C16H16BrN12O5ReS2 from OMol25. Energies are from ωB97M-V with the def2-TZVPD basis set.

Atoms and positions in Å:
Re1 1.450 -0.489 1.142
N1 2.666 -0.280 -0.636
C1 3.543 0.911 -0.539
C2 3.720 1.381 0.905
O1 4.509 2.270 1.191
N2 2.876 0.765 1.759
C3 2.730 1.224 3.121
C4 1.814 0.256 3.867
O2 1.724 0.235 5.064
O3 1.086 -0.543 3.083
H1 3.247 -1.118 -0.657
H2 2.119 -0.263 -1.512
H3 3.071 1.725 -1.091
H4 4.522 0.713 -0.978
H5 2.230 2.201 3.135
H6 3.688 1.332 3.635
N3 0.575 -3.860 1.217
C5 -0.358 -3.011 0.673
N4 -1.541 -3.390 0.228
N5 -2.087 -2.244 -0.229
N6 -1.297 -1.254 -0.070
N7 -0.158 -1.700 0.519
C6 1.904 -3.545 1.355
N8 2.850 -4.436 1.579
N9 3.982 -3.708 1.584
N10 3.747 -2.472 1.383
N11 2.403 -2.311 1.234
H7 0.333 -4.836 1.271
S1 0.974 -1.385 -3.749
C7 -0.652 -1.306 -3.390
N12 -1.268 -0.350 -2.720
C8 -2.642 -0.569 -2.301
C9 -3.203 -1.701 -3.174
S2 -1.766 -2.555 -3.889
H8 -0.694 0.311 -2.220
H9 -3.212 0.352 -2.433
H10 -2.659 -0.842 -1.242
H11 -3.836 -1.326 -3.977
H12 -3.768 -2.408 -2.571
Br1 -3.611 4.736 -2.619
C10 -3.117 3.716 -1.097
C11 -3.983 3.648 -0.018
C12 -3.620 2.897 1.091
C13 -2.407 2.229 1.118
C14 -1.554 2.304 0.025
C15 -1.906 3.049 -1.093
C16 -0.271 1.532 0.011
O4 0.129 1.113 1.149
O5 0.289 1.275 -1.047
H13 -4.926 4.173 -0.047
H14 -4.293 2.831 1.934
H15 -2.112 1.633 1.968
H16 -1.237 3.091 -1.941

Summary:
Relative energy (zero: lowest compared OMol25 entry of this formula, charge and spin) in eV: 0.5362
LUMO (alpha / beta) in hartree: 0.079 / 0.061
Multiplicity: 4
HOMO level (alpha / beta) in eV: -6.09 / -6.18
Charge: -1

Here are the natural (NBO) charges for atoms 1 to 4, given in e: atom 1 (Re): 1.80, atom 2 (N): -0.81, atom 3 (C): -0.31, atom 4 (C): 0.66

Here is a molecular structure, C13H27Cl25HgO from OMol25. Energies are from ωB97M-V with the def2-TZVPD basis set.

Atoms and positions in Å:
Hg1 0.138 2.883 2.511
C1 0.345 -0.171 0.365
O1 0.097 1.048 1.053
H1 -0.235 -1.026 0.713
H2 0.049 -0.103 -0.682
H3 1.407 -0.414 0.390
Cl1 0.171 5.030 3.970
C2 -4.905 -1.680 0.460
Cl2 -4.370 0.025 0.308
Cl3 -5.760 -1.970 1.982
H4 -5.616 -1.835 -0.352
H5 -4.117 -2.416 0.302
C3 2.358 -3.690 1.204
Cl4 3.333 -5.162 1.010
Cl5 3.394 -2.602 2.188
H6 2.186 -3.284 0.207
H7 1.388 -3.926 1.641
C4 -3.462 4.455 0.068
Cl6 -3.325 5.878 1.145
Cl7 -2.233 3.345 0.703
H8 -4.439 3.973 0.108
H9 -3.206 4.798 -0.934
C5 1.931 -0.958 -3.009
Cl8 2.059 0.186 -4.375
Cl9 2.344 -2.614 -3.473
H10 2.640 -0.717 -2.217
H11 0.936 -0.998 -2.566
C6 -2.923 0.346 3.540
Cl10 -4.255 1.557 3.373
Cl11 -1.422 1.068 4.140
H12 -3.331 -0.396 4.227
H13 -2.773 -0.105 2.558
C7 3.369 2.934 -0.088
Cl12 4.587 1.918 0.754
Cl13 2.287 3.723 1.100
H14 3.883 3.677 -0.698
H15 2.826 2.227 -0.716
C8 0.521 3.544 -4.948
Cl14 1.221 3.465 -3.271
Cl15 0.122 5.298 -5.231
H16 1.283 3.211 -5.654
H17 -0.402 2.970 -5.033
C9 -2.173 -3.293 -2.774
Cl16 -3.618 -2.191 -2.585
Cl17 -1.099 -3.174 -1.332
H18 -2.552 -4.312 -2.864
H19 -1.586 -2.930 -3.618
C10 6.155 -1.153 -2.645
Cl18 6.528 -2.868 -2.881
Cl19 5.049 -1.053 -1.276
H20 7.090 -0.609 -2.518
H21 5.654 -0.716 -3.509
C11 2.558 0.308 4.737
Cl20 1.387 -0.319 5.899
Cl21 2.313 2.061 4.325
H22 3.543 0.098 5.152
H23 2.518 -0.324 3.850
C12 -2.517 1.188 -2.898
Cl22 -1.742 0.209 -4.129
Cl23 -2.190 2.933 -3.140
H24 -3.584 0.976 -2.836
H25 -2.047 0.967 -1.939
C13 -1.545 -3.958 4.149
Cl24 -0.364 -2.666 3.746
Cl25 -3.046 -3.839 3.178
H26 -1.067 -4.911 3.921
H27 -1.767 -3.918 5.215

Summary:
Relative energy (zero: lowest compared OMol25 entry of this formula, charge and spin) in eV: 0.7056
LUMO in hartree: -0.043
HOMO level in eV: -8.40

Here are the natural (NBO) charges for atoms 1 to 4, given in e: atom 1 (Hg): 1.38, atom 2 (C): -0.20, atom 3 (O): -1.06, atom 4 (H): 0.14

Here is 2 unconnected molecules or ions with the total composition C4H11NO2 from OMol25. Energies are from ωB97M-V with the def2-TZVPD basis set.

Atoms and positions in Å:
O1 -0.110 2.382 3.116
C1 -0.330 1.223 2.917
C2 -0.469 0.605 1.518
N1 -0.110 1.509 0.433
H1 -0.460 0.492 3.746
H2 0.195 -0.263 1.528
H3 -1.501 0.279 1.382
H4 -0.411 0.436 -0.984
H5 -0.683 2.329 0.464
H6 0.834 1.841 0.584
C3 -0.369 -1.342 -1.771
O2 -0.790 0.010 -1.784
C4 1.144 -1.439 -1.890
H7 -0.849 -1.854 -2.606
H8 -0.715 -1.857 -0.863
H9 1.477 -2.469 -2.044
H10 1.660 -1.043 -1.012
H11 1.487 -0.840 -2.735

Summary:
Relative energy (zero: lowest compared OMol25 entry of this formula, charge and spin) in eV: 1.4587
LUMO in hartree: 0.026
SMILES string: NCC=O.CCO
HOMO level in eV: -9.68

Here are the natural (NBO) charges for atoms 1 to 4, given in e: atom 1 (O): -0.52, atom 2 (C): 0.43, atom 3 (C): -0.34, atom 4 (N): -0.83

Here is a single C3H7NO2 molecule from OMol25. Energies are from ωB97M-V with the def2-TZVPD basis set.

Atoms and positions in Å:
O1 0.815 -1.669 1.314
C1 0.813 -1.271 -0.035
C2 -0.535 -0.668 -0.365
N1 -0.112 1.780 -0.913
C3 -0.543 1.612 0.262
O2 -0.794 0.344 0.647
H1 0.398 -0.929 1.778
H2 1.020 -2.148 -0.656
H3 1.602 -0.527 -0.247
H4 -1.375 -1.342 -0.226
H5 -0.527 -0.322 -1.414
H6 -0.004 2.744 -1.162
H7 -0.759 2.395 1.017

Summary:
Relative energy (zero: lowest compared OMol25 entry of this formula, charge and spin) in eV: 1.9035
LUMO in hartree: 0.034
SMILES string: [H]/N=C/OCCO
HOMO level in eV: -10.03

Here are the natural (NBO) charges for atoms 1 to 4, given in e: atom 1 (O): -0.71, atom 2 (C): -0.09, atom 3 (C): -0.12, atom 4 (N): -0.73

Max |F|: 0.64, 10.69, 7.43, 5.02, 1.40, 2.17, 1.06, 0.90 (eV Å⁻¹)